Molecular formula: C5H10N3O
Method: DFT, ωB97M-V/def2-TZVPD

Element x y z (Å)
O -1.24407 -0.61333 0.94546
N 0.86931 1.00916 -1.78165
N 0.46674 0.75777 -0.53236
N 1.15179 2.84092 -0.64819
C 0.61301 1.89991 0.20751
C 0.77803 -1.57191 0.87123
C -2.20399 -1.63222 0.61839
C 1.29568 2.19380 -1.85297
C -0.21706 -0.69592 0.03481
H 0.18198 -2.36469 1.38643
H -2.66191 -2.01042 1.61975
H -1.73770 -2.56814 0.07678
H 1.50946 -2.14343 0.29037
H -0.55567 -1.07337 -0.89637
H 0.99615 -1.03076 1.82516
H 1.67085 3.71270 -0.56901
H 1.64792 2.55672 -2.76532
H -2.98508 -1.37556 -0.06733
H 0.42457 2.10877 1.23730

Properties
* energy relative to the best compared isomer or geometry (same formula, charge and spin): 3.018 eV
* HOMO: -14.27 eV
* total charge: +1
* SMILES: CO[C@H](C)n1c[nH+]cn1
* frontier orbital gap: 10.63 eV

Molecular formula: C5H12N2O2P
Method: DFT, ωB97M-V/def2-TZVPD

Element x y z (Å)
P -1.76708 0.20053 -2.88827
O 1.48624 -3.03065 0.63379
O 1.65306 0.46024 1.14897
N -1.47161 0.51610 -0.95635
N 0.06653 2.15234 0.54340
C 0.38556 0.84111 0.98980
C 1.72644 -0.88510 1.61420
C -0.24160 -1.58723 -0.03252
C -0.18281 -0.07887 -0.40746
C 1.04800 -1.93614 0.66810
H -0.98635 -1.65961 0.70761
H 2.85634 -1.03837 1.54230
H -1.30774 1.48196 -0.50939
H -0.49660 0.67012 -3.02660
H -2.24542 1.47783 -3.18293
H 1.13301 -1.16078 2.55330
H -0.26947 0.48046 1.70846
H -2.14975 0.00793 -0.39879
H 0.77681 2.57158 0.01050
H -0.18355 2.65512 1.36679
H -0.42921 -2.23902 -0.88738
H 0.59917 0.10045 -1.19756

Properties
* energy relative to the best compared isomer or geometry (same formula, charge and spin): 3.208 eV
* HOMO: -12.95 eV
* total charge: +1
* SMILES: N[C@@H]1OCC(=O)C[C@H]1[NH2+]P
* frontier orbital gap: 8.83 eV

Molecular formula: C3H3Cl2NO2
Method: DFT, ωB97M-V/def2-TZVPD

Element x y z (Å)
Cl -0.86119 2.55147 -0.06725
Cl -3.04628 0.62877 0.30403
O 0.11996 -2.10613 0.87312
O -1.35421 -2.14491 -0.77725
N -0.59576 -1.59503 -0.01249
C -0.47921 -0.15403 -0.10785
C 1.93183 0.47001 -0.13040
C -1.32374 0.85695 0.16033
H 1.72319 0.42869 0.93819
H 1.89240 -0.39348 -0.65821
H 1.99302 1.45767 -0.52222

Properties
* energy relative to the best compared isomer or geometry (same formula, charge and spin): 3.283 eV
* HOMO (spin up / spin down): -8.33 / -10.48 eV
* expectation value of S²: 2.0191
* multiplicity: 3
* frontier orbital gap (spin up / spin down): 7.59 / 7.21 eV

Molecular formula: C20H38FeO12
Method: DFT, ωB97M-V/def2-TZVPD

Element x y z (Å)
Fe 8.04149 21.26711 6.61160
O 7.96831 21.96323 8.63217
O 4.43394 20.44444 4.77007
O 6.27568 25.66095 11.89238
O 11.80687 21.90190 8.11216
O 7.36487 16.86986 3.70763
O 6.35517 20.76309 7.91560
O 10.15836 17.93098 5.49910
O 8.28319 19.93451 8.28388
O 7.02990 16.22519 5.83931
O 6.61500 20.87161 4.98850
O 10.14910 22.07465 6.59830
O 9.19075 19.93208 5.27576
C 6.48333 24.62786 11.28920
C 10.99994 21.33253 9.12826
C 11.31808 17.20052 7.49265
C 7.37850 20.79914 8.73527
C 2.64920 20.55532 6.37130
C 10.26112 18.10332 6.91298
C 9.78983 18.74919 3.29022
C 5.76108 20.22493 2.85001
C 7.32218 16.02018 4.57188
C 11.29653 22.23370 6.94770
C 7.58499 14.56475 4.20535
C 9.63003 18.91366 4.78919
C 7.86035 24.26234 10.83684
C 5.66110 20.53175 4.31776
C 6.54156 17.53395 6.21349
C 11.91985 20.99701 10.29965
C 5.36285 23.66052 10.99869
C 12.32982 22.92406 6.08631
C 4.15004 20.58028 6.14376
C 6.01086 17.39607 7.65792
H 11.16084 16.17754 7.15417
H 5.33806 22.95700 11.83649
H 9.09548 19.45915 2.85150
H 11.25714 20.69564 11.11501
H 10.42935 20.45295 8.83519
H 2.51554 20.36581 7.43991
H 12.19851 24.00406 6.12814
H 5.51201 18.31995 7.94511
H 8.14708 23.23689 11.06703
H 10.42290 22.20821 9.44450
H 5.65410 23.11083 10.10126
H 5.25174 16.61353 7.65755
H 5.69965 17.76927 5.56204
H 6.58661 20.87447 2.55267
H 8.49167 14.43475 3.62174
H 5.99322 19.19173 2.59974
H 7.36829 18.23188 6.14878
H 10.45430 19.15185 7.14383
H 11.29086 17.26155 8.57961
H 6.85976 17.19210 8.30516
H 4.37971 24.12175 10.97767
H 2.10683 21.46375 6.12037
H 10.82905 18.87340 2.98682
H 12.54048 20.14772 10.01634
H 12.42799 21.87643 10.68989
H 7.71203 13.91753 5.07214
H 13.28864 22.48937 6.35707
H 2.23966 19.63645 5.94634
H 12.29598 17.57633 7.18524
H 8.02216 24.46349 9.77589
H 9.56127 17.72928 2.98333
H 4.86760 20.53733 2.31425
H 4.50612 19.71004 6.69986
H 6.66006 14.33592 3.67562
H 12.17227 22.70831 5.02824
H 4.56510 21.43099 6.68526
H 8.66283 24.87593 11.25492
H 9.28277 17.88467 7.34764

Properties
* HOMO (spin up / spin down): -7.49 / -7.37 eV
* expectation value of S²: 6.0098
* multiplicity: 5
* frontier orbital gap (spin up / spin down): 7.77 / 7.55 eV